The following is a DFT calculation (ωB97M-V with the def2-TZVPD basis set) of the molecule C24H32N2O4 in a non-equilibrium geometry.

Summary:
ΔE to the lowest compared entry with this formula, charge and spin, kJ/mol: 2573.46
Structure (SMILES): Cc1cc2oc(=O)c(CC(=O)NCCCN(C)C)c(C)c2c2occ(C(C)(C)C)c12
E, eV: -36553.0480
HOMO-LUMO gap, eV: 6.8

```
62
C24H32N2O4 | OMol25 | ωB97M-V with the def2-TZVPD basis set
O 1.053 0.520 3.238
O 0.542 -1.421 -1.277
O 2.397 3.657 -1.893
O 1.246 -0.793 -3.064
N 1.622 2.216 -3.552
N -0.842 0.736 -6.208
C 2.461 1.667 1.144
C -1.822 -3.421 2.527
C -0.974 -2.288 2.196
C -2.668 -1.130 5.269
C 0.220 -1.278 0.200
C -0.749 -2.319 0.830
C 2.253 2.402 -2.418
C -1.207 -0.195 -5.258
C 0.542 3.211 -4.123
C -0.535 -0.665 6.835
C 3.072 1.200 -1.818
C -0.138 -1.272 2.810
C 1.983 0.380 -0.994
C -1.214 2.102 -5.400
C 1.413 -0.453 -1.778
C 1.453 0.658 0.232
C -0.743 -2.748 5.774
C 0.851 -0.097 1.000
C 0.432 0.840 -6.494
C 0.628 -0.305 2.240
C -1.232 -1.419 5.360
C 0.415 0.209 4.325
C -0.458 -0.832 4.271
C -0.803 2.604 -4.158
H 1.655 2.134 1.628
H 1.149 0.684 -6.007
H 1.111 3.244 -5.127
H -1.549 3.428 -3.602
H 0.977 3.851 -3.659
H -0.798 0.328 6.674
H -1.137 -3.045 0.034
H 2.674 2.621 0.369
H -2.854 -0.257 5.341
H -1.219 2.934 -6.218
H 1.398 1.019 -3.856
H 0.635 1.735 -7.047
H 0.233 -0.059 -7.235
H 0.697 0.608 5.087
H 0.252 -0.921 7.022
H -2.540 -3.556 1.754
H -0.884 1.714 -3.561
H -2.242 -0.110 -4.563
H 3.317 0.736 -2.677
H -2.440 -3.138 3.362
H -1.170 -1.242 7.544
H -3.107 -1.865 5.911
H -0.611 -0.342 -4.485
H -1.128 -3.444 4.838
H -2.872 -1.659 4.232
H 3.269 1.162 1.607
H -1.087 -4.456 2.880
H 0.408 -3.099 5.789
H 3.706 1.529 -1.243
H -2.532 2.145 -5.349
H -1.155 -1.041 -5.800
H -1.351 -3.408 6.539
```